<1>
2 unconnected molecules or ions with the total composition C5H15NO. Source: the Open Molecules 2025 dataset; level of theory: wB97M-V/def2-TZVPD.

As for the SMILES: CNCC(C)C.O. Its highest occupied orbital energy is -8.54 eV. The value obtained for the frontier orbital gap is 9.31 eV.

Bonds (Å) are listed after each position.
Cartesian coordinates (Å):
1 C -0.1153 -1.1682 2.3770  N2 1.452, H7 1.084, H8 1.101, H9 1.087
2 N 0.0888 0.0851 1.6727  C1 1.452, C3 1.445, H10 1.012
3 C 0.0862 -0.0707 0.2366  N2 1.445, C4 1.539, H11 1.108, H12 1.092
4 C 0.4090 1.2449 -0.4931  C3 1.539, C5 1.527, C6 1.523, H13 1.093
5 C -0.4945 2.3763 -0.0089  C4 1.527, H14 1.086, H15 1.101, H16 1.084
6 C 0.3395 0.9905 -1.9928  C4 1.523, H17 1.095, H18 1.097, H19 1.085
7 H -1.0877 -1.5516 2.0880  C1 1.084
8 H 0.6378 -1.9333 2.1343  C1 1.101
9 H -0.1166 -1.0005 3.4510  C1 1.087
10 H 0.9283 0.5525 1.9902  N2 1.012
11 H 0.8625 -0.7759 -0.1197  C3 1.108
12 H -0.8831 -0.4510 -0.0939  C3 1.092
13 H 1.4464 1.4312 -0.2041  C4 1.093
14 H -0.5435 3.2051 -0.7092  C5 1.086
15 H -1.5238 2.0021 0.1067  C5 1.101
16 H -0.1887 2.7393 0.9659  C5 1.084
17 H 1.2220 0.4202 -2.3001  C6 1.095
18 H -0.5656 0.4366 -2.2714  C6 1.097
19 H 0.3218 1.9199 -2.5528  C6 1.085
20 O 0.0508 -3.3355 -1.2584  H21 0.965, H22 0.963
21 H -0.7916 -2.8918 -1.4156  O20 0.965
22 H -0.0826 -4.2252 -1.6023  O20 0.963

<2>
2 unconnected molecules or ions with the total composition C5H15NO. Source: the Open Molecules 2025 dataset; level of theory: wB97M-V/def2-TZVPD.

As for the SMILES: CCCN(C)C.O. Its highest occupied orbital energy is -7.96 eV. The value obtained for the frontier orbital gap is 8.70 eV.

Bonds (Å) are listed after each position.
Cartesian coordinates (Å):
1 C -0.5961 -1.3897 0.3333  C2 1.556, H7 1.080, H8 1.094, H9 1.090
2 C 0.4314 -0.5470 -0.4766  C1 1.556, C3 1.524, H10 1.104, H11 1.094
3 C 0.4000 0.9641 -0.2804  C2 1.524, N4 1.489, H12 1.092, H13 1.101
4 N -0.9479 1.5265 -0.5723  C3 1.489, C5 1.456, C6 1.433
5 C -1.5400 1.0190 -1.8023  N4 1.456, H14 1.117, H15 1.092, H16 1.097
6 C -1.2587 2.8612 -0.1532  N4 1.433, H17 1.087, H18 1.113, H19 1.097
7 H -1.5214 -0.8612 0.1590  C1 1.080
8 H -0.2302 -1.6205 1.3383  C1 1.094
9 H -0.6551 -2.3907 -0.0943  C1 1.090
10 H 1.4762 -0.7964 -0.2228  C2 1.104
11 H 0.1969 -0.8557 -1.4992  C2 1.094
12 H 0.7017 1.2653 0.7249  C3 1.092
13 H 1.0486 1.4411 -1.0307  C3 1.101
14 H -2.3482 1.7747 -1.9531  C5 1.117
15 H -0.9338 1.0910 -2.7077  C5 1.092
16 H -2.2435 0.1900 -1.6586  C5 1.097
17 H -2.3197 3.0620 -0.2797  C6 1.087
18 H -0.6356 3.6642 -0.6063  C6 1.113
19 H -1.0770 2.8487 0.9284  C6 1.097
20 O 4.1372 -4.7550 3.1021  H21 0.955, H22 0.975
21 H 4.6643 -3.9936 3.3351  O20 0.955
22 H 3.2509 -4.4980 3.4163  O20 0.975

<3>
2 unconnected molecules or ions with the total composition C5H15NO. Source: the Open Molecules 2025 dataset; level of theory: wB97M-V/def2-TZVPD.

As for the SMILES: CCCCCN.O. Its highest occupied orbital energy is -8.22 eV. The value obtained for the frontier orbital gap is 8.94 eV.

Bonds (Å) are listed after each position.
Cartesian coordinates (Å):
1 C -1.7453 1.4034 -1.5340  C2 1.505, H7 1.088, H8 1.108, H9 1.115
2 C -1.3603 0.4449 -0.4391  C1 1.505, C3 1.453, H10 1.202, H11 1.127
3 C -0.1033 0.6912 0.2472  C2 1.453, C4 1.619, H12 1.090, H13 1.139
4 C 1.1711 0.5834 -0.7464  C3 1.619, C5 1.654, H14 1.190, H15 1.164
5 C 1.6581 -0.9667 -1.0583  C4 1.654, N6 1.412, H16 1.093, H17 1.044
6 N 1.9937 -1.6594 0.1257  C5 1.412, H18 1.089, H19 1.007
7 H -0.7868 1.6216 -2.0006  C1 1.088
8 H -2.3153 0.9928 -2.3907  C1 1.108
9 H -2.3237 2.2636 -1.1218  C1 1.115
10 H -1.3374 -0.6020 -1.0283  C2 1.202
11 H -2.2958 0.3310 0.1781  C2 1.127
12 H -0.2236 1.6635 0.7242  C3 1.090
13 H 0.1016 -0.0416 1.0950  C3 1.139
14 H 0.6116 0.7317 -1.7856  C4 1.190
15 H 2.1617 1.0901 -0.4045  C4 1.164
16 H 0.8858 -1.6049 -1.4949  C5 1.093
17 H 2.6660 -0.8506 -1.3041  C5 1.044
18 H 1.6761 -1.6207 1.1667  N6 1.089
19 H 2.5665 -2.4869 0.1080  N6 1.007
20 O -0.6434 -0.5462 3.8398  H21 1.030, H22 1.003
21 H -1.3437 -0.6320 3.0890  O20 1.030
22 H -1.0135 -0.8060 4.7349  O20 1.003

<4>
2 unconnected molecules or ions with the total composition C5H15NO. Source: the Open Molecules 2025 dataset; level of theory: wB97M-V/def2-TZVPD.

As for the SMILES: CCN(C)CC.O. Its highest occupied orbital energy is -8.06 eV. The value obtained for the frontier orbital gap is 8.88 eV.

Bonds (Å) are listed after each position.
Cartesian coordinates (Å):
1 C -0.0279 1.9332 2.1905  C2 1.532, H7 1.085, H8 1.102, H9 1.078
2 C 0.7463 0.8927 1.3756  C1 1.532, N3 1.451, H10 1.105, H11 1.103
3 N 0.4007 0.8961 -0.0336  C2 1.451, C4 1.445, C5 1.451
4 C -0.9999 0.6840 -0.3208  N3 1.445, H12 1.090, H13 1.091, H14 1.090
5 C 1.3131 0.1641 -0.8918  N3 1.451, C6 1.546, H15 1.090, H16 1.090
6 C 1.2434 -1.3766 -0.7892  C5 1.546, H17 1.088, H18 1.098, H19 1.085
7 H -0.9848 1.5229 2.4955  C1 1.085
8 H -0.3184 2.7355 1.4933  C1 1.102
9 H 0.6114 2.3557 2.9490  C1 1.078
10 H 1.8234 1.1388 1.3941  C2 1.105
11 H 0.6193 -0.0954 1.8500  C2 1.103
12 H -1.1883 0.6099 -1.3920  C4 1.090
13 H -1.4007 -0.2423 0.0923  C4 1.091
14 H -1.5873 1.5125 0.0751  C4 1.090
15 H 1.1406 0.5412 -1.9001  C5 1.090
16 H 2.3189 0.4696 -0.6044  C5 1.090
17 H 0.9268 -1.6549 0.2135  C6 1.088
18 H 0.5902 -1.8668 -1.5231  C6 1.098
19 H 2.2367 -1.7897 -0.9271  C6 1.085
20 O -2.5573 -2.7244 -1.5575  H21 0.973, H22 0.958
21 H -3.1633 -3.1802 -2.1671  O20 0.973
22 H -1.7429 -2.5260 -2.0220  O20 0.958

Name the most stable of them. <1>.

<1>
2 unconnected molecules or ions with the total composition C5H15NO. Source: the Open Molecules 2025 dataset; level of theory: wB97M-V/def2-TZVPD.

As for the SMILES: CCN(C)CC.O. Its highest occupied orbital energy is -8.70 eV. The value obtained for the frontier orbital gap is 9.68 eV.

Bonds (Å) are listed after each position.
Cartesian coordinates (Å):
1 C 2.0658 -0.1198 1.2924  C2 1.528, H7 1.084, H8 1.089, H9 1.093
2 C 0.6385 -0.6360 1.1122  C1 1.528, N3 1.480, H10 1.100, H11 1.093
3 N -0.2242 0.0627 0.1339  C2 1.480, C4 1.459, C5 1.490
4 C -0.8128 1.2001 0.8322  N3 1.459, H12 1.087, H13 1.092, H14 1.110
5 C -1.3280 -0.8704 -0.2306  N3 1.490, C6 1.521, H15 1.099, H16 1.091
6 C -2.2260 -0.4003 -1.3652  C5 1.521, H17 1.090, H18 1.090, H19 1.090
7 H 2.6968 -0.3292 0.4357  C1 1.084
8 H 1.9925 0.9076 1.6457  C1 1.089
9 H 2.4424 -0.7148 2.1287  C1 1.093
10 H 0.1348 -0.5729 2.0882  C2 1.100
11 H 0.6946 -1.6993 0.8665  C2 1.093
12 H -1.4610 1.7577 0.1615  C4 1.087
13 H -0.0435 1.8323 1.2811  C4 1.092
14 H -1.4174 0.9161 1.7185  C4 1.110
15 H -1.9422 -1.0722 0.6577  C5 1.099
16 H -0.7854 -1.7958 -0.4287  C5 1.091
17 H -3.2689 -0.6597 -1.1847  C6 1.090
18 H -1.9516 -0.8682 -2.3105  C6 1.090
19 H -2.2050 0.6797 -1.5084  C6 1.090
20 O 2.4869 0.4621 -2.3212  H21 0.956, H22 0.960
21 H 2.8061 1.3440 -2.1343  O20 0.956
22 H 1.7077 0.5763 -2.8708  O20 0.960

<2>
2 unconnected molecules or ions with the total composition C5H15NO. Source: the Open Molecules 2025 dataset; level of theory: wB97M-V/def2-TZVPD.

As for the SMILES: CCCN(C)C.O. Its highest occupied orbital energy is -8.10 eV. The value obtained for the frontier orbital gap is 8.91 eV.

Bonds (Å) are listed after each position.
Cartesian coordinates (Å):
1 C -1.0562 1.0543 -1.3212  C2 1.564, H7 1.193, H8 0.996, H9 1.077
2 C -0.5320 -0.2107 -0.5652  C1 1.564, C3 1.647, H10 1.198, H11 1.069
3 C 0.9371 -0.0952 0.1700  C2 1.647, N4 1.471, H12 1.168, H13 1.147
4 N 2.0206 0.0401 -0.8154  C3 1.471, C5 1.548, C6 1.448
5 C 1.9299 -0.9646 -1.9894  N4 1.548, H14 1.040, H15 1.114, H16 1.185
6 C 3.3103 0.3873 -0.2563  N4 1.448, H17 1.165, H18 1.106, H19 1.108
7 H -0.2548 1.6649 -1.9594  C1 1.193
8 H -1.3709 1.6028 -0.5516  C1 0.996
9 H -1.8620 0.7212 -1.9528  C1 1.077
10 H -1.2408 -0.5924 0.3214  C2 1.198
11 H -0.4896 -1.1040 -1.1503  C2 1.069
12 H 0.9844 0.8902 0.7953  C3 1.168
13 H 1.2043 -0.9553 0.8804  C3 1.147
14 H 2.8567 -1.0783 -2.4467  C5 1.040
15 H 1.7544 -1.9617 -1.5249  C5 1.114
16 H 1.1576 -1.0955 -2.8790  C5 1.185
17 H 3.8615 0.3537 -1.2820  C6 1.165
18 H 3.9023 -0.2221 0.4510  C6 1.106
19 H 3.3913 1.4680 -0.0266  C6 1.108
20 O -5.5634 -0.0460 4.1770  H21 0.935, H22 0.904
21 H -5.5838 0.3103 3.3130  O20 0.935
22 H -5.4816 -0.9404 4.0762  O20 0.904

Name the most stable of them. <1>.